# 1
13
Properties=species:S:1:pos:R:3:nbo_charge:R:1 method="wB97M-V/def2-TZVPD" e_above_lowest_kcal_mol=70.25 homo_ev=-8.5 e_tot_ha=-340.6830 total_charge=0 gap_ev=9.16 multiplicity=1 lumo_ev=0.613 smiles="[H]/N=C/C(N)=C=CO"
H 0.4460 -3.1304 -0.7311 0.34
N 0.5242 -2.1878 -0.3478 -0.57
C -0.5447 -1.5368 -0.5648 0.10
C -0.7045 -0.1251 -0.1244 0.05
N -2.0183 0.3769 -0.2155 -0.80
C 0.3407 0.5935 0.2306 -0.08
C 1.3899 1.3650 0.3189 0.09
O 2.1586 1.5159 1.4413 -0.67
H -1.4263 -1.9557 -1.0717 0.16
H -2.7220 -0.2067 0.2208 0.37
H -2.0882 1.3281 0.1225 0.38
H 1.6704 1.9810 -0.5364 0.17
H 3.0008 1.8974 1.1669 0.48

# 2
78
Properties=species:S:1:pos:R:3:mulliken_charge:R:1 method="wB97M-V/def2-TZVPD" e_above_lowest_kcal_mol=78.46 homo_ev="1.8 / -1.9" e_tot_ha=-6231.9542 total_charge=-2 gap_ev="1.90 / 5.65" multiplicity=5 lumo_ev="3.734 / 3.733"
Rh 0.0297 0.0435 0.0884 0.64
I -1.4072 4.0049 3.4864 -0.11
C 0.2413 2.7282 3.4888 -0.25
C 1.2540 2.9569 4.4455 -0.25
C 2.4150 2.2394 4.4361 -0.64
I 3.9277 2.6786 5.9343 -0.61
C 2.6281 1.2529 3.4426 1.03
C 3.7916 0.4535 3.3339 -0.59
C 3.8864 -0.4770 2.3324 -0.97
C 2.8321 -0.6350 1.4202 -0.44
N 1.7397 0.0922 1.5100 -0.07
C 1.6119 1.0271 2.4795 0.11
C 0.3742 1.7685 2.4769 -0.37
O -0.4714 1.6168 1.5818 0.24
H 1.1084 3.7304 5.1915 0.32
H 4.5909 0.5934 4.0497 0.16
H 4.7697 -1.0968 2.2362 0.38
H 2.8649 -1.3420 0.6000 0.47
C -3.1004 3.6159 -1.6933 -1.35
C -2.2945 2.7598 -0.7164 -0.06
Ge -1.0235 1.5266 -1.5933 0.43
C 0.5163 2.6051 -2.2268 -0.70
C 0.2236 3.5047 -3.4270 -1.11
C -1.8492 0.6324 -3.0826 -0.95
C -1.8405 -0.7183 -3.2256 0.67
Ge -1.0410 -1.6805 -1.6642 1.05
C 0.5830 -2.8165 -1.9585 -0.85
C 0.6036 -3.9583 -2.9712 -1.10
C -2.3555 -2.9567 -0.8628 -0.02
C -3.1112 -3.9794 -1.7121 -1.32
C -2.4066 -1.3738 -4.4032 0.26
C -3.0837 -0.6528 -5.4196 -0.68
C -3.6140 -1.2768 -6.5309 -0.68
C -3.5113 -2.6554 -6.7123 -0.47
C -2.8517 -3.3861 -5.7259 -1.03
C -2.3231 -2.7594 -4.6135 0.56
H -3.8394 4.2377 -1.1761 0.37
H -3.6456 2.9945 -2.4101 0.25
H -2.4672 4.2914 -2.2728 0.28
H -2.9799 2.1553 -0.1214 0.02
H -1.7321 3.3678 -0.0050 0.09
H 1.2878 1.8750 -2.4715 0.37
H 0.8845 3.1866 -1.3766 0.34
H -0.1731 2.9241 -4.2652 0.23
H 1.1229 4.0173 -3.7871 0.38
H -0.5109 4.2797 -3.1966 0.26
H -2.2757 1.2375 -3.8828 0.26
H 0.7811 -3.2044 -0.9529 0.26
H 1.3860 -2.1154 -2.1745 0.45
H -0.1650 -4.7139 -2.7817 0.25
H 1.5674 -4.4803 -2.9526 0.39
H 0.4571 -3.5989 -3.9896 0.29
H -3.0916 -2.3445 -0.3484 -0.27
H -1.7971 -3.4851 -0.0846 0.40
H -3.7298 -3.5070 -2.4766 0.34
H -3.7730 -4.5778 -1.0757 0.42
H -2.4499 -4.6798 -2.2273 0.23
H -3.1945 0.4187 -5.3191 0.37
H -4.1228 -0.6712 -7.2746 0.36
H -3.9306 -3.1390 -7.5853 0.37
H -2.7459 -4.4621 -5.8197 0.37
H -1.8209 -3.3552 -3.8718 0.38
C -2.7748 -2.0806 3.1375 -1.93
C -2.3372 -0.7828 2.4289 3.03
C -3.5123 -0.3038 1.5498 -1.58
C -2.1150 0.3197 3.4774 -0.93
C -1.1483 -1.0979 1.5369 -1.98
H -3.6573 -1.9000 3.7634 0.43
H -1.9717 -2.4459 3.7835 0.39
H -3.0207 -2.8668 2.4165 0.33
H -4.3807 -0.0870 2.1839 0.55
H -3.8167 -1.0444 0.8119 0.39
H -3.2278 0.6096 1.0290 -0.24
H -3.0411 0.5526 4.0048 0.48
H -1.6721 1.0998 2.9078 -0.47
H -1.3685 -0.0073 4.2151 0.37
H -1.3761 -2.0750 1.1066 0.78
O 1.2958 -0.1869 -1.2011 -0.79

# 3
88
Properties=species:S:1:pos:R:3:mulliken_charge:R:1 method="wB97M-V/def2-TZVPD" homo_ev="-8.7 / -8.8" e_tot_ha=-2868.7962 total_charge=0 gap_ev="9.05 / 8.91" multiplicity=2 lumo_ev="0.314 / 0.064"
C 3.1704 -0.7878 2.2181 -1.57
C 4.0871 -1.9369 1.8293 0.37
C 3.2942 -3.1094 1.2974 -0.76
O 2.3115 -2.6542 0.3541 0.00
C 1.1590 -3.3897 0.3541 -0.27
O 1.0785 -4.4666 -0.2065 -0.59
C -0.0229 -2.7575 1.0549 0.40
S -0.5938 -1.3949 0.0156 -0.28
C -2.1356 -0.7964 0.7733 2.89
P -3.4103 -2.0916 0.5280 0.41
N -3.1426 -3.3638 1.3673 -0.92
O -3.5587 -2.3486 -1.0476 -0.56
O -4.8051 -1.3937 0.9454 -0.51
C -2.5573 0.4356 -0.0833 -2.47
C -2.5387 1.7950 0.6329 1.99
C -2.1654 2.8807 -0.3883 -1.84
C -3.9422 2.1253 1.1398 -1.88
N -1.5165 1.8239 1.6905 0.54
O -0.3290 1.8576 1.2020 -0.58
C -1.6815 0.8502 2.7931 1.83
C -2.6970 1.3476 3.8344 -1.95
C -0.3266 0.7450 3.5079 -1.89
C -2.0746 -0.5634 2.3023 -2.83
O 5.0571 -1.6062 0.8384 -0.34
C 5.5671 -0.3480 0.9013 0.48
O 6.2801 0.0247 1.8136 -0.57
C 5.2238 0.5958 -0.2443 -0.31
S 4.6105 -0.2817 -1.7135 -0.18
H 2.2951 -1.2169 2.6810 0.37
H 2.8500 -0.2260 1.3484 0.39
H 3.6618 -0.0995 2.8951 0.51
H 4.5776 -2.2713 2.7431 0.23
H 3.9766 -3.7862 0.7957 0.34
H 2.7959 -3.6070 2.1237 0.48
H 0.3157 -2.3877 2.0215 0.15
H -0.7717 -3.5149 1.2235 0.49
H -3.0717 -4.1921 0.7908 0.28
H -4.2342 -1.7364 -1.3672 0.30
H -4.9062 -1.4978 1.8934 0.38
H -1.8852 0.5086 -0.9312 0.25
H -3.5419 0.2669 -0.5017 0.39
H -3.0075 3.0576 -1.0470 0.41
H -1.3267 2.5820 -1.0008 0.43
H -1.9014 3.7918 0.1340 0.42
H -3.9895 3.0679 1.6698 0.33
H -4.3293 1.3160 1.7495 0.27
H -4.5918 2.1744 0.2752 0.56
H -3.6992 1.0357 3.5543 0.41
H -2.5039 0.9011 4.7981 0.46
H -2.7162 2.4293 3.8842 0.34
H -0.4867 0.2949 4.4811 0.48
H 0.1011 1.7273 3.6637 0.48
H 0.3666 0.1322 2.9554 0.30
H -1.3683 -1.2693 2.7135 0.50
H -3.0343 -0.8317 2.7284 0.76
H 4.4681 1.2714 0.1369 0.27
H 6.1113 1.1694 -0.4713 0.28
H 3.6085 0.5362 -2.0496 0.11
C 7.8162 5.4894 0.2254 -1.10
C 8.3119 4.1610 -0.3205 -0.27
O 7.6789 3.7595 -1.5213 -0.35
C 7.8301 4.6298 -2.6262 -0.37
C 9.2723 4.8361 -3.0573 -1.05
H 6.7331 5.4690 0.3525 0.30
H 8.2785 5.6917 1.1916 0.39
H 8.0584 6.3201 -0.4390 0.26
H 8.0940 3.3701 0.3975 0.33
H 9.4003 4.1790 -0.4478 0.28
H 7.3457 5.5927 -2.4270 0.31
H 7.2736 4.1608 -3.4374 0.32
H 9.8571 5.3515 -2.2941 0.27
H 9.3079 5.4389 -3.9650 0.38
H 9.7520 3.8771 -3.2550 0.29
C -6.2902 -4.8295 -2.8121 -1.21
C -6.7431 -3.4708 -2.3070 0.36
O -6.8655 -2.4881 -3.3205 -0.40
C -7.7978 -2.7692 -4.3475 -0.34
C -9.2265 -2.9319 -3.8571 -1.02
H -5.3579 -4.7368 -3.3703 0.31
H -6.1306 -5.5057 -1.9723 0.40
H -7.0293 -5.2865 -3.4717 0.35
H -5.9908 -3.0839 -1.6238 -0.27
H -7.6778 -3.5585 -1.7424 0.29
H -7.4844 -3.6491 -4.9204 0.29
H -7.7419 -1.9180 -5.0258 0.33
H -9.3407 -3.8061 -3.2147 0.27
H -9.9004 -3.0540 -4.7052 0.39
H -9.5367 -2.0555 -3.2871 0.29

# 4
25
Properties=species:S:1:pos:R:3:nbo_charge:R:1 method="wB97M-V/def2-TZVPD" e_above_lowest_kcal_mol=57.66 homo_ev=-12.7 e_tot_ha=-459.4533 total_charge=+1 gap_ev=9.83 multiplicity=1 lumo_ev=-2.838
N -0.6622 0.6385 0.1441 -0.71
C 0.5855 0.5906 -0.7249 -0.22
C 1.2055 -0.8165 -0.6934 -0.30
N 1.3297 -1.2231 0.6928 -0.68
C 0.7655 -2.5789 0.9710 -0.42
H -1.0870 1.6050 0.0331 0.47
H -1.2963 -0.0663 -0.2601 0.44
H -0.4491 0.5974 1.1597 0.46
H 0.1467 0.7392 -1.7139 0.22
H 1.2792 1.3359 -0.3582 0.23
H 0.9163 -1.5948 -1.5480 0.24
H 2.1655 -0.7424 -1.2547 0.22
H 2.2721 -1.1262 1.0165 0.38
H 1.4833 -3.2230 0.5333 0.21
H -0.2400 -2.7090 0.4419 0.20
H 0.4244 -2.5713 2.0286 0.22
H -0.4315 3.8069 -0.9651 0.51
H -1.3285 3.6763 0.3273 0.50
O -1.1064 3.2627 -0.5141 -0.97
H -1.2282 -2.9644 -3.5226 0.48
H -2.1248 -1.7312 -3.1363 0.47
O -1.7272 -2.5437 -2.8168 -0.95
H 0.1611 2.0000 3.7373 0.49
H -0.8069 3.1561 3.4101 0.49
O -0.2466 2.4822 3.0122 -0.97